(1)
Here is a 10-piece molecular cluster, H20O10 overall from the Open Molecules 2025 dataset. Energies are from wB97M-V/def2-TZVPD.

Structure (ORCA input):
```
! RIJCOSX wB97M-V def2-TZVPD def2/J DEFGRID3
* xyz 0 1
O -3.424 -1.073 -0.593
H -3.109 -0.179 -0.631
H -4.346 -1.017 -0.449
O -0.419 0.114 -0.239
H 0.420 0.421 0.198
H -0.724 -0.690 0.141
O 2.529 -0.395 -0.230
H 1.911 -0.687 -0.906
H 2.674 0.493 -0.516
O -2.340 1.617 -1.911
H -2.597 2.396 -1.459
H -1.450 1.462 -1.586
O -1.156 -2.700 -0.486
H -2.067 -2.348 -0.662
H -0.908 -2.670 0.444
O -0.577 -2.600 2.203
H 0.349 -2.390 2.476
H -0.558 -3.418 2.700
O 0.699 2.039 1.290
H -0.156 2.033 1.679
H 0.891 2.949 1.106
O 2.149 0.951 3.525
H 1.690 1.229 4.314
H 1.548 1.216 2.861
O 0.783 -1.180 -2.165
H 1.002 -0.705 -3.006
H 0.171 -0.611 -1.766
O 2.669 2.126 -2.013
H 1.769 2.234 -1.700
H 2.574 1.375 -2.622
*
```

- SMILES string = O.O.O.O.O.O.O.O.O.O
- E_HOMO (eV) = -10.3
- ΔE to the lowest compared entry with this formula, charge and spin (eV) = 3.072
- orbital gap (eV) = 10.012
- E (Ha) = -764.3690

Mulliken atomic charge list, values in e, 8 entries: O -0.611; H 0.328; H 0.273; O -0.397; H 0.280; H 0.137; O -0.697; H 0.343

***

(2)
Here is a 10-piece molecular cluster, H20O10 overall from the Open Molecules 2025 dataset. Energies are from wB97M-V/def2-TZVPD.

Structure (ORCA input):
```
! RIJCOSX wB97M-V def2-TZVPD def2/J DEFGRID3
* xyz 0 1
O 1.627 10.719 -19.679
H 1.440 10.860 -20.615
H 0.933 10.126 -19.382
O 4.945 10.965 -22.899
H 5.380 11.750 -23.243
H 5.395 10.787 -22.052
O 6.576 7.313 -20.299
H 7.224 6.604 -20.274
H 5.875 6.989 -20.886
O 2.215 10.601 -22.559
H 3.186 10.606 -22.699
H 1.873 11.213 -23.219
O 4.566 9.549 -18.229
H 4.383 8.607 -18.262
H 4.456 9.831 -19.143
O 3.851 8.501 -21.027
H 4.194 8.134 -21.852
H 3.025 8.931 -21.282
O 4.808 8.237 -24.387
H 4.289 9.030 -24.552
H 5.269 8.070 -25.216
O 5.668 6.082 -22.715
H 5.536 6.603 -23.518
H 6.504 5.623 -22.845
O -0.426 9.556 -21.632
H 0.356 9.737 -22.170
H -0.247 8.705 -21.222
O 6.784 10.064 -20.817
H 6.676 9.144 -20.499
H 7.695 10.292 -20.620
*
```

- SMILES string = O.O.O.O.O.O.O.O.O.O
- E_HOMO (eV) = -10.1
- ΔE to the lowest compared entry with this formula, charge and spin (eV) = 2.127
- orbital gap (eV) = 10.039
- E (Ha) = -764.4038

Mulliken atomic charge list, values in e, 8 entries: O -0.599; H 0.316; H 0.314; O -0.572; H 0.275; H 0.330; O -0.621; H 0.254

***

(3)
Here is a 10-piece molecular cluster, H20O10 overall from the Open Molecules 2025 dataset. Energies are from wB97M-V/def2-TZVPD.

Structure (ORCA input):
```
! RIJCOSX wB97M-V def2-TZVPD def2/J DEFGRID3
* xyz 0 1
O -1.525 0.748 -2.376
H -1.188 0.231 -1.633
H -2.460 0.588 -2.438
O -0.146 -0.285 -0.044
H 0.008 -0.321 0.867
H 0.708 -0.196 -0.427
O -0.553 -2.863 -0.343
H 0.172 -2.943 -0.896
H -0.411 -1.980 0.064
O 1.333 2.053 -0.856
H 1.487 2.171 0.117
H 1.141 2.935 -1.140
O -0.982 0.329 4.140
H -0.169 0.228 3.635
H -0.601 0.231 5.038
O -2.294 -0.035 1.902
H -1.811 0.107 2.726
H -1.756 0.376 1.180
O 1.088 -0.553 2.450
H 1.328 -1.261 3.084
H 1.853 0.048 2.421
O 1.819 -0.057 -2.684
H 2.010 0.810 -2.325
H 1.603 0.132 -3.584
O 1.190 -2.697 -2.520
H 1.283 -1.753 -2.559
H 0.540 -2.888 -3.173
O -1.474 2.286 0.118
H -0.531 1.998 0.029
H -1.651 2.548 -0.779
*
```

- SMILES string = O.O.O.O.O.O.O.O.O.O
- E_HOMO (eV) = -9.8
- ΔE to the lowest compared entry with this formula, charge and spin (eV) = 3.284
- orbital gap (eV) = 9.084
- E (Ha) = -764.3612

Mulliken atomic charge list, values in e, 8 entries: O -0.688; H 0.414; H 0.320; O -0.559; H 0.376; H 0.168; O -0.655; H 0.362

***

(4)
Here is a 10-piece molecular cluster, H20O10 overall from the Open Molecules 2025 dataset. Energies are from wB97M-V/def2-TZVPD.

Structure (ORCA input):
```
! RIJCOSX wB97M-V def2-TZVPD def2/J DEFGRID3
* xyz 0 1
H 1.342 -1.536 1.032
H 0.319 -0.483 0.636
H -2.741 -3.069 1.280
H -4.180 -2.918 0.812
H -2.906 -2.234 -1.111
H -2.328 -1.107 -0.271
H 1.488 1.294 -0.449
H 1.182 1.220 -1.936
H 1.339 4.212 -0.129
H 0.258 3.220 -0.525
H 2.402 -0.283 1.135
H 3.732 0.400 1.414
H -4.129 0.608 2.657
H -3.377 -0.199 1.612
H -2.276 0.741 -0.247
H -0.902 1.326 0.034
H 1.859 -2.988 -1.515
H 1.898 -2.438 -2.931
H 4.330 2.828 -0.589
H 3.327 1.773 -0.151
O 0.716 -1.309 0.336
O -3.371 -3.413 0.637
O -3.124 -1.639 -0.385
O 1.841 1.543 -1.311
O 1.194 3.275 -0.300
O 3.191 -0.350 1.685
O -4.266 -0.014 1.934
O -1.750 1.539 -0.370
O 1.404 -2.377 -2.106
O 3.528 2.376 -0.875
*
```

- SMILES string = O.O.O.O.O.O.O.O.O.O
- E_HOMO (eV) = -9.4
- ΔE to the lowest compared entry with this formula, charge and spin (eV) = 7.891
- orbital gap (eV) = 9.002
- E (Ha) = -764.1919

Mulliken atomic charge list, values in e, 8 entries: H 0.311; H 0.229; H 0.300; H 0.342; H 0.306; H 0.272; H 0.224; H 0.242

***

(5)
Here is a 10-piece molecular cluster, H21O10 overall from the Open Molecules 2025 dataset. Energies are from wB97M-V/def2-TZVPD.

Structure (ORCA input):
```
! RIJCOSX wB97M-V def2-TZVPD def2/J DEFGRID3
* xyz 1 1
O -2.340 -0.736 -0.171
H -2.681 -0.531 0.717
H -2.572 0.003 -0.768
O 1.908 1.035 -1.910
H 2.386 1.147 -1.055
H 2.424 1.305 -2.680
O 0.075 -1.486 0.367
H 0.612 -1.390 -0.546
H -0.949 -1.533 0.205
O -1.410 -1.887 -2.852
H -1.448 -2.825 -2.616
H -1.230 -1.969 -3.799
O -2.090 1.622 -1.242
H -2.343 2.311 -1.870
H -1.331 2.008 -0.788
O 3.586 0.842 0.150
H 4.086 0.011 0.183
H 4.316 1.434 -0.089
O 1.136 -1.376 -1.918
H 0.290 -1.193 -2.378
H 1.522 -0.405 -1.940
O -2.942 -0.705 2.530
H -2.544 -0.360 3.347
H -3.229 -1.534 2.947
O 0.579 1.280 3.542
H 0.705 0.734 4.323
O 0.590 0.851 0.912
H 1.554 0.744 1.019
H 0.063 -0.476 0.791
H 0.861 2.187 3.687
H 0.417 0.892 1.902
*
```

- E_HOMO (eV) = -14.0
- ΔE to the lowest compared entry with this formula, charge and spin (eV) = 0.239
- orbital gap (eV) = 11.177
- E (Ha) = -764.7751

Mulliken atomic charge list, values in e, 8 entries: O -0.620; H 0.304; H 0.370; O -0.621; H 0.404; H 0.277; O -0.599; H 0.442

***

(6)
Here is a 11-piece molecular cluster, H21O11 overall from the Open Molecules 2025 dataset. Energies are from wB97M-V/def2-TZVPD.

Structure (ORCA input):
```
! RIJCOSX wB97M-V def2-TZVPD def2/J DEFGRID3
* xyz -1 1
O 4.179 0.576 1.328
H 3.237 0.361 1.371
H 4.417 0.083 0.532
O 0.375 0.741 1.066
H 0.328 0.147 0.300
H 3.510 -1.957 -1.782
O 0.767 -1.094 3.502
H 2.231 1.014 -1.313
H -0.675 3.221 1.937
O -1.905 1.977 -1.636
H -1.363 1.467 -1.040
H -2.806 -3.823 -0.458
O -3.309 0.812 2.499
H -0.066 -2.802 -3.150
H -2.112 1.461 -2.410
O -0.339 3.961 2.467
H -0.798 4.609 1.908
H 2.867 -0.673 -1.582
O 3.579 -1.114 -2.251
H 0.201 -0.622 4.126
O 1.680 0.230 -1.344
H 0.593 -0.525 2.732
H 0.272 -0.018 -1.558
O -0.692 -0.354 -1.756
H -0.612 -0.582 -2.685
H -0.366 1.340 0.967
O -0.364 -2.176 -3.824
H -3.897 1.237 1.862
H 0.506 -2.000 -4.207
O -2.909 -3.931 0.488
H -3.348 1.462 3.211
H -3.182 -3.029 0.699
*
```

- E_HOMO (eV) = -5.4
- ΔE to the lowest compared entry with this formula, charge and spin (eV) = 2.600
- orbital gap (eV) = 7.764
- E (Ha) = -840.2488

Mulliken atomic charge list, values in e, 8 entries: O -0.664; H 0.335; H 0.326; O -0.499; H 0.346; H 0.292; O -0.652; H 0.169

***

Question: The highest E belongs to which entry?
Answer: number 4

***

Repeat the first record exactly.
Here is a 10-piece molecular cluster, H20O10 overall from the Open Molecules 2025 dataset. Energies are from wB97M-V/def2-TZVPD.

Structure (ORCA input):
```
! RIJCOSX wB97M-V def2-TZVPD def2/J DEFGRID3
* xyz 0 1
O -3.424 -1.073 -0.593
H -3.109 -0.179 -0.631
H -4.346 -1.017 -0.449
O -0.419 0.114 -0.239
H 0.420 0.421 0.198
H -0.724 -0.690 0.141
O 2.529 -0.395 -0.230
H 1.911 -0.687 -0.906
H 2.674 0.493 -0.516
O -2.340 1.617 -1.911
H -2.597 2.396 -1.459
H -1.450 1.462 -1.586
O -1.156 -2.700 -0.486
H -2.067 -2.348 -0.662
H -0.908 -2.670 0.444
O -0.577 -2.600 2.203
H 0.349 -2.390 2.476
H -0.558 -3.418 2.700
O 0.699 2.039 1.290
H -0.156 2.033 1.679
H 0.891 2.949 1.106
O 2.149 0.951 3.525
H 1.690 1.229 4.314
H 1.548 1.216 2.861
O 0.783 -1.180 -2.165
H 1.002 -0.705 -3.006
H 0.171 -0.611 -1.766
O 2.669 2.126 -2.013
H 1.769 2.234 -1.700
H 2.574 1.375 -2.622
*
```

- SMILES string = O.O.O.O.O.O.O.O.O.O
- E_HOMO (eV) = -10.3
- ΔE to the lowest compared entry with this formula, charge and spin (eV) = 3.072
- orbital gap (eV) = 10.012
- E (Ha) = -764.3690

Mulliken atomic charge list, values in e, 8 entries: O -0.611; H 0.328; H 0.273; O -0.397; H 0.280; H 0.137; O -0.697; H 0.343

***

Question: E_HOMO of number 2 (H20O10)?
Answer: -10.1 eV

***

Question: orbital gap of number 3 (H20O10)?
Answer: 9.084 eV